No. 1
# C6H11N2O2S2

A gas-phase ion, C6H11N2O2S2 (charge +1) (ωB97M-V with the def2-TZVPD basis set, OMol25).

The geometry in ORCA input format:
```
! wB97M-V def2-TZVPD RIJCOSX def2/J DEFGRID3
* xyz 1 1
C 0.98 -1.09 -0.19
C 0.26 0.95 -0.27
C 1.62 -0.84 1.18
C -0.97 0.12 0.06
C 1.53 2.83 -1.08
C -3.60 -0.44 0.66
N -0.55 -1.16 0.07
N 1.47 -2.10 -0.89
O 1.04 0.05 -0.95
O 0.33 2.25 -0.60
S 1.28 0.86 1.70
S -2.44 0.92 0.31
H 1.02 -1.57 1.86
H 2.73 -0.99 1.21
H 2.20 3.13 -0.13
H 1.15 3.81 -1.51
H 2.07 2.29 -1.79
H -4.57 0.03 0.97
H -3.12 -0.97 1.52
H -3.87 -1.00 -0.38
H -1.04 -1.93 0.58
H 1.03 -2.13 -1.84
H 1.45 -3.00 -0.51
*
```

Orbital gap = 7.8124 eV
E_LUMO = -4.68 eV
Energy above the lowest of the compared OMol25 structures with the same formula, charge and spin = 167.8 kJ/mol



No. 2
# C6H11N2O4S3SbY

A molecular structure, C6H11N2O4S3SbY (ωB97M-V with the def2-TZVPD basis set, OMol25).

The geometry in ORCA input format:
```
! wB97M-V def2-TZVPD RIJCOSX def2/J DEFGRID3
* xyz 0 2
Y 1.13 -2.43 -0.55
O -2.72 -1.30 -1.47
C -1.78 -1.98 -1.11
O -0.66 -2.11 -1.75
C -1.76 -2.61 0.34
O -2.75 -2.59 1.03
O -0.57 -3.01 0.70
S 2.88 -4.18 -1.50
Sb 4.37 -2.40 -0.97
S 3.29 -1.64 1.10
S 2.93 -0.52 -1.51
N -0.42 2.74 0.44
C -1.11 1.96 -0.65
C -0.25 0.76 -1.00
N 0.02 -0.08 0.17
C 0.65 0.67 1.24
C -0.16 1.89 1.66
H -0.97 3.56 0.69
H 0.47 3.08 0.08
H -1.26 2.63 -1.50
H -2.08 1.65 -0.26
H 0.71 1.09 -1.42
H -0.76 0.17 -1.76
H -0.86 -0.46 0.51
H 1.66 0.96 0.91
H 0.79 0.03 2.11
H 0.37 2.51 2.39
H -1.14 1.61 2.05
*
```

Orbital gap (spin up / spin down) = 6.7988 / 6.7745 eV
E_LUMO (spin up / spin down) = -1.22 / -1.47 eV
Energy above the lowest of the compared OMol25 structures with the same formula, charge and spin = 63.1 kJ/mol
Expectation value of S² = 0.758



No. 3
# C6H11N2O6S

A gas-phase ion, C6H11N2O6S (charge -1) (ωB97M-V with the def2-TZVPD basis set, OMol25).

The geometry in ORCA input format:
```
! wB97M-V def2-TZVPD RIJCOSX def2/J DEFGRID3
* xyz -1 1
C 2.75 0.84 -1.11
C 1.29 0.51 -1.39
O 0.91 0.01 -2.41
N 0.40 0.95 -0.43
C -1.00 1.07 -0.41
C -1.47 2.42 0.42
O -0.88 2.58 1.46
O -2.29 3.09 -0.23
N -1.62 -0.29 0.10
C -1.70 -0.32 1.55
C -0.86 -1.48 -0.49
S -3.43 -0.41 -0.47
O -4.03 0.60 0.38
O -3.23 -0.08 -1.86
O -3.74 -1.81 -0.16
H 2.71 1.72 -0.56
H 3.27 -0.01 -0.51
H 3.28 0.85 -2.07
H 0.90 1.21 0.41
H -1.39 1.13 -1.39
H -1.85 0.68 1.96
H -2.58 -0.86 1.73
H -0.85 -0.81 2.05
H -0.84 -1.22 -1.58
H 0.26 -1.53 -0.30
H -1.36 -2.43 -0.19
*
```

Orbital gap = 8.1365 eV
E_LUMO = 2.96 eV
SMILES = CC(=O)N[C@H](C(=O)[O-])[N+](C)(C)S(=O)(=O)[O-]



No. 4
# C6H11N2S

A gas-phase ion, C6H11N2S (charge +1) (ωB97M-V with the def2-TZVPD basis set, OMol25).

The geometry in ORCA input format:
```
! wB97M-V def2-TZVPD RIJCOSX def2/J DEFGRID3
* xyz 1 1
C -0.45 0.21 1.32
C -0.06 -0.51 -0.29
C 0.46 -0.38 2.06
C -1.16 1.11 -1.57
C -1.87 -1.20 -1.72
C 2.38 -0.83 3.99
N -1.11 1.17 1.81
N -0.82 -0.27 -1.24
S 1.31 -1.49 2.67
H 0.45 -1.54 -0.32
H -1.92 1.39 -0.86
H -0.35 1.74 -1.19
H -1.53 1.20 -2.65
H -2.15 -1.79 -0.85
H -2.69 -0.61 -1.89
H -1.47 -1.80 -2.49
H 3.42 -1.30 3.84
H 1.89 -1.27 4.88
H 2.25 0.18 3.99
H -1.75 1.84 1.62
*
```

Orbital gap (spin up / spin down) = 6.7500 / 6.7493 eV
E_LUMO (spin up / spin down) = -5.05 / -5.05 eV
Energy above the lowest of the compared OMol25 structures with the same formula, charge and spin = 817.7 kJ/mol



No. 5
# C6H11N3

A molecular structure, C6H11N3 (ωB97M-V with the def2-TZVPD basis set, OMol25).

The geometry in ORCA input format:
```
! wB97M-V def2-TZVPD RIJCOSX def2/J DEFGRID3
* xyz 0 1
C 3.13 -0.59 0.36
C 2.24 0.42 -0.25
C 1.16 0.88 -0.67
C 0.16 1.93 -0.63
C -1.18 -0.38 0.84
C -1.82 -1.21 -0.23
H 3.95 -0.14 1.11
H 2.33 -1.25 1.31
H 3.73 -1.29 -0.48
H 0.51 2.61 -1.56
H -2.32 1.68 1.25
H -0.11 -0.16 0.49
H -1.37 -0.66 1.98
H -1.99 -2.36 -0.07
H -3.05 -1.14 -0.07
H -1.38 0.21 -1.59
H -0.33 -0.89 -1.27
N -0.94 2.02 -0.06
N -1.44 1.18 0.90
N -1.27 -0.85 -1.37
*
```

Orbital gap = 8.7320 eV
E_LUMO = 0.46 eV
Energy above the lowest of the compared OMol25 structures with the same formula, charge and spin = 797.7 kJ/mol



No. 6
# C6H11N3

A single C6H11N3 molecule (ωB97M-V with the def2-TZVPD basis set, OMol25).

The geometry in ORCA input format:
```
! wB97M-V def2-TZVPD RIJCOSX def2/J DEFGRID3
* xyz 0 1
H 0.45 3.09 -1.65
N 0.83 2.34 -1.07
C 0.00 1.38 -0.88
C -1.40 1.43 -1.42
C 0.72 0.10 0.06
N 2.05 0.35 0.31
C -0.08 -0.89 0.33
C -1.50 -1.27 0.11
N 0.70 -2.09 1.08
C 1.20 -1.87 2.23
H -1.56 0.61 -2.12
H -2.13 1.39 -0.60
H -1.58 2.36 -1.96
H 2.62 -0.44 0.04
H 2.31 1.24 -0.14
H -1.73 -1.37 -0.95
H -1.69 -2.25 0.56
H -2.17 -0.56 0.60
H 1.29 -0.87 2.69
H 1.67 -2.69 2.80
*
```

Orbital gap = 9.0076 eV
E_LUMO = 0.94 eV
Energy above the lowest of the compared OMol25 structures with the same formula, charge and spin = 253.8 kJ/mol
SMILES = [H]/N=C(C)/C(N)=C(\C)N=C



No. 7
# C6H11N3

A single C6H11N3 molecule (ωB97M-V with the def2-TZVPD basis set, OMol25).

The geometry in ORCA input format:
```
! wB97M-V def2-TZVPD RIJCOSX def2/J DEFGRID3
* xyz 0 1
H 0.41 1.51 2.39
N -0.31 0.92 1.81
C 0.39 0.26 0.88
N 1.67 0.05 0.63
C 1.73 -0.69 -0.65
C 0.43 -1.17 -0.98
C -0.54 -0.58 -0.02
C -1.46 -1.57 0.49
C -1.18 0.64 -0.78
N -0.43 1.76 -1.34
H 2.55 0.75 0.85
H 2.69 -0.93 -1.04
H 0.48 -2.00 -1.70
H -1.18 -2.67 0.79
H -2.23 -1.53 -0.40
H -2.01 -1.10 1.43
H -1.57 1.45 0.07
H -1.90 0.05 -1.29
H -0.34 2.36 -0.54
H 0.31 1.61 -1.94
*
```

Orbital gap = 8.9211 eV
E_LUMO = 0.70 eV
Energy above the lowest of the compared OMol25 structures with the same formula, charge and spin = 399.6 kJ/mol
SMILES = [H]/N=C1\NC=C[C@]1(C)CN



No. 8
# C6H11N3

A single C6H11N3 molecule (ωB97M-V with the def2-TZVPD basis set, OMol25).

The geometry in ORCA input format:
```
! wB97M-V def2-TZVPD RIJCOSX def2/J DEFGRID3
* xyz 0 1
C -1.19 -1.95 0.94
N -0.13 -1.07 0.53
C 0.96 -1.58 -0.28
C 0.61 -1.12 -1.66
N -0.24 -0.20 -1.72
N -0.47 0.11 -0.09
C 0.36 1.24 0.12
C -0.07 2.47 -0.57
C -0.08 2.44 0.92
H -1.62 -2.74 0.21
H -0.82 -2.61 1.81
H -1.98 -1.35 1.38
H 1.06 -2.60 -0.21
H 1.90 -0.91 -0.13
H 1.12 -1.48 -2.55
H 1.45 0.97 0.22
H -1.06 2.17 -1.07
H 0.59 3.07 -1.04
H 0.59 2.91 1.65
H -0.98 2.25 1.54
*
```

Orbital gap = 9.7483 eV
E_LUMO = 0.96 eV
Energy above the lowest of the compared OMol25 structures with the same formula, charge and spin = 468.2 kJ/mol
SMILES = CN1CC=NN1C1CC1



No. 9
# C6H11N3O2S

2 unconnected molecules or ions with the total composition C6H11N3O2S (ωB97M-V with the def2-TZVPD basis set, OMol25).

The geometry in ORCA input format:
```
! wB97M-V def2-TZVPD RIJCOSX def2/J DEFGRID3
* xyz 0 1
C -1.84 2.44 -0.77
C 1.77 -0.74 -1.28
C 0.70 -1.90 -1.04
C 1.41 0.44 -0.38
C 0.54 -1.68 0.45
C 0.61 -0.24 0.69
N -1.24 3.24 -1.44
N -2.27 1.37 -0.42
N 0.05 0.30 1.70
O -2.31 0.72 2.29
O -1.85 -1.66 2.46
S -1.49 -0.35 2.88
H 2.71 -1.06 -1.01
H 1.75 -0.51 -2.40
H -0.25 -1.83 -1.65
H 1.01 -2.87 -1.50
H 2.33 0.56 0.18
H 1.07 1.35 -0.82
H -0.42 -2.10 0.74
H 1.48 -2.10 0.81
H -1.39 4.16 -1.73
H -2.45 1.11 0.60
H 0.06 1.35 1.66
*
```

Orbital gap = 9.7342 eV
E_LUMO = 0.31 eV
Energy above the lowest of the compared OMol25 structures with the same formula, charge and spin = 321.8 kJ/mol



No. 10
# C6H11N3O3S

2 unconnected molecules or ions with the total composition C6H11N3O3S (ωB97M-V with the def2-TZVPD basis set, OMol25).

The geometry in ORCA input format:
```
! wB97M-V def2-TZVPD RIJCOSX def2/J DEFGRID3
* xyz 0 1
C 1.56 1.52 -1.04
C 0.62 0.71 -1.58
C 0.81 0.24 0.54
C 2.27 2.09 1.19
C -0.64 -3.07 0.22
C -1.09 -0.76 -0.48
N 1.71 1.20 0.27
N 0.15 -0.13 -0.54
N -1.25 -1.79 0.41
O -2.17 1.56 -1.11
O -1.48 1.14 1.17
O -3.51 0.03 0.40
S -2.25 0.65 0.07
H 2.04 2.35 -1.55
H 0.12 0.46 -2.46
H 0.42 0.04 1.49
H 2.91 1.47 1.73
H 2.81 2.96 0.55
H 1.61 2.65 1.90
H 0.28 -3.02 -0.51
H -0.28 -3.55 1.18
H -1.37 -3.78 -0.30
H -1.10 -1.30 -2.25
H -2.19 -1.68 0.71
*
```

Orbital gap (spin up / spin down) = 9.0469 / 9.0478 eV
E_LUMO (spin up / spin down) = 0.10 / 0.10 eV
Energy above the lowest of the compared OMol25 structures with the same formula, charge and spin = 232.6 kJ/mol